1.
C3H19NO9 | ωB97M-V/def2-TZVPD

Its SMILES is N[C@@H](CO)C(=O)O.O.O.O.O.O.O. The LUMO energy is 0.20 eV. The calculation puts the maximum force at 0.0963 hartree/bohr. As for the energy above the lowest of the compared OMol25 structures with the same formula, charge and spin: 247.8 kJ/mol. The HOMO-LUMO gap is 0.3602 hartree. Its HOMO energy is -9.60 eV.

Cartesian coordinates (Å):
N 1.1519 -1.0559 1.3392
C 1.6882 -0.1640 0.3131
C 3.1673 0.0858 0.3802
O 3.1409 0.6052 1.7383
C 1.3929 -1.0716 -0.9314
O 1.4690 -2.2837 -1.0550
O 1.1051 -0.2938 -1.9932
H 1.7001 -1.8092 1.6475
H 0.7083 -0.4803 2.0575
H 0.9908 0.7075 0.2483
H 3.6401 0.9112 -0.1611
H 3.8056 -0.8176 0.3985
H 2.8544 1.5532 1.7750
H 0.7889 -0.6938 -2.8105
O -0.2747 2.9869 -0.8735
H 0.4736 2.5425 -1.2889
H -0.7311 3.1784 -1.7251
O -2.2889 -1.6438 -1.8983
H -2.5286 -1.2736 -1.0285
H -2.5513 -0.9100 -2.4746
O -1.8165 -2.2887 1.7917
H -0.9533 -1.9916 2.1947
H -1.3764 -3.0521 1.3661
O -0.7375 1.6058 1.5999
H -1.5268 1.9797 1.1652
H -1.3118 1.3722 2.3495
O -2.5754 -0.1918 0.5404
H -1.7216 -0.2425 0.9811
H -3.0112 -0.8826 1.0253
O -1.7847 1.4051 -2.3683
H -1.9457 1.0017 -1.5370
H -0.9417 1.2116 -2.7659

***

2.
C4H5AlO4 | ωB97M-V/def2-TZVPD

As for the total charge: +1. Its multiplicity is 2. The LUMO energy (alpha / beta) is -5.84 / -9.30 eV. The calculation puts the maximum force at 0.1475 hartree/bohr. As for the energy above the lowest of the compared OMol25 structures with the same formula, charge and spin: 0.0 kJ/mol. The HOMO-LUMO gap (alpha / beta) is 0.2841 / 0.1557 hartree. Its HOMO energy (alpha / beta) is -13.57 / -13.54 eV.

Cartesian coordinates (Å):
O -0.4832 -1.5606 1.9303
C 0.4465 -2.4831 1.7840
O 0.2491 -3.6885 1.9768
O 1.5638 -2.0022 1.2655
Al 0.7717 -0.4181 1.3903
C -0.4980 0.3693 -2.1298
C -1.0647 1.2767 -1.3366
O -0.8137 1.4268 0.0072
C 0.4244 1.4842 0.5111
H -0.9108 0.2340 -3.1286
H 0.3812 -0.2140 -1.8518
H -1.7972 2.0115 -1.6733
H 0.4691 2.0470 1.4508
H 1.2617 1.5168 -0.1960

***

3.
C25H63NO7P | ωB97M-V/def2-TZVPD

As for the total charge: +1. The LUMO energy is -5.75 eV. The calculation puts the maximum force at 0.0176 hartree/bohr. The HOMO-LUMO gap is 0.1815 hartree. Its HOMO energy is -10.69 eV.

Cartesian coordinates (Å):
N -1.6848 -5.2529 6.9364
C -0.9187 -6.0876 7.1509
O 0.1257 -6.9213 7.1204
P 1.5547 -6.2054 7.1436
H 1.4136 -4.8871 6.7210
H 2.3722 -6.9053 6.2692
H 2.0634 -6.2483 8.4345
C -1.5183 -0.1976 3.0447
C -0.3582 -1.0223 3.5672
O -0.6068 -1.6304 4.8330
C -1.6853 -2.5424 4.8580
C -1.4844 -3.7415 3.9453
H -1.8475 0.5179 3.7985
H -1.2062 0.3540 2.1592
H -2.3743 -0.8169 2.7685
H 0.5046 -0.3763 3.7284
H -0.0564 -1.7746 2.8300
H -2.6313 -2.0428 4.6257
H -1.7530 -2.8730 5.8945
H -1.5201 -3.4616 2.8927
H -2.2595 -4.4890 4.1181
H -0.5056 -4.1958 4.1301
C 2.7603 -2.8777 -1.5295
C 2.6790 -2.7839 -0.0170
O 1.3505 -2.7731 0.4833
C 0.5792 -3.9194 0.1885
C 1.1356 -5.2020 0.7873
H 2.1302 -2.1221 -1.9974
H 3.7886 -2.7299 -1.8598
H 2.4339 -3.8498 -1.9010
H 3.1106 -1.8420 0.3212
H 3.2609 -3.5871 0.4521
H 0.4433 -4.0308 -0.8927
H -0.4068 -3.7207 0.6115
H 2.0719 -5.5015 0.3153
H 0.4231 -6.0170 0.6548
H 1.3238 -5.0673 1.8550
C 0.0252 -1.6695 -6.1970
C 1.2006 -2.4744 -5.6726
O 0.9652 -3.0869 -4.4149
C -0.0904 -4.0273 -4.3792
C 0.1184 -5.2268 -5.2887
H -0.3219 -0.9666 -5.4390
H 0.3263 -1.1051 -7.0790
H -0.8160 -2.3049 -6.4793
H 2.0514 -1.8135 -5.5056
H 1.5170 -3.2198 -6.4109
H -1.0476 -3.5417 -4.6004
H -0.1364 -4.3587 -3.3402
H 0.0634 -4.9543 -6.3431
H -0.6512 -5.9759 -5.1016
H 1.0956 -5.6759 -5.1074
C -0.0810 5.3957 3.4484
C -0.6743 4.0369 3.7791
O 0.0686 2.9481 3.2594
C 1.3949 2.8227 3.7344
C 1.4911 2.5863 5.2330
H 0.1127 5.4741 2.3780
H -0.7711 6.1879 3.7383
H 0.8603 5.5695 3.9718
H -1.6614 3.9488 3.3238
H -0.8147 3.9291 4.8608
H 1.9942 3.6926 3.4437
H 1.8041 1.9644 3.2000
H 1.1901 3.4637 5.8064
H 2.5197 2.3504 5.5075
H 0.8492 1.7542 5.5280
C -2.6209 3.9221 -0.2392
C -2.9005 5.1160 0.6590
O -3.2057 6.3056 -0.0411
C -4.3678 6.2611 -0.8492
C -5.6488 5.9981 -0.0751
H -1.8718 4.1796 -0.9886
H -2.2487 3.0871 0.3560
H -3.5168 3.5834 -0.7616
H -2.0051 5.3482 1.2356
H -3.6921 4.8788 1.3805
H -4.2497 5.5262 -1.6538
H -4.4178 7.2419 -1.3211
H -5.6858 4.9837 0.3249
H -6.5115 6.1260 -0.7288
H -5.7373 6.6940 0.7597
C 1.5552 4.4368 -6.1048
C 0.9963 3.0580 -5.7966
O 1.7657 1.9937 -6.3259
C 3.0923 1.8939 -5.8447
C 3.1873 1.6458 -4.3477
H 1.7436 4.5399 -7.1738
H 0.8431 5.2038 -5.8001
H 2.4906 4.6279 -5.5770
H 0.0141 2.9482 -6.2561
H 0.8584 2.9335 -4.7160
H 3.6729 2.7803 -6.1239
H 3.5235 1.0503 -6.3841
H 2.8638 2.5110 -3.7675
H 4.2195 1.4300 -4.0708
H 2.5636 0.7967 -4.0631

***

4.
C9H10N4O2 | ωB97M-V/def2-TZVPD

Its SMILES is CC1=NNC(=O)/C1=C\[C@H]1C(=O)NN=C1C. The LUMO energy is -0.97 eV. The calculation puts the maximum force at 0.1228 hartree/bohr. As for the energy above the lowest of the compared OMol25 structures with the same formula, charge and spin: 261.2 kJ/mol. The HOMO-LUMO gap is 0.2920 hartree. Its HOMO energy is -8.91 eV.

Cartesian coordinates (Å):
C -2.1866 2.5669 0.4187
C -0.7285 2.4791 0.4870
N -0.0850 3.5598 0.6594
N 1.2280 3.1345 0.6834
C 1.3991 1.7684 0.6229
O 2.5302 1.2470 0.5559
C 0.1282 1.2842 0.2720
C -0.3246 0.0094 -0.0300
C 0.6265 -1.1713 -0.0589
C 0.4464 -1.9203 1.2668
O 0.2359 -1.6176 2.4269
N -0.0037 -3.1443 0.9958
N -0.1710 -3.3123 -0.3436
C 0.2266 -2.2262 -1.0280
C 0.4978 -2.4067 -2.3945
H -2.5208 1.7578 1.0422
H -2.5820 2.6709 -0.4971
H -2.4748 3.5532 0.8395
H 2.0248 3.7619 0.9862
H -1.3801 -0.1327 -0.1767
H 1.6771 -0.7635 -0.0300
H -0.2914 -3.7483 1.7581
H 1.3327 -3.0893 -2.6284
H 0.7939 -1.4359 -2.8903
H -0.3987 -2.8247 -2.9373

***

5.
C11H10 | ωB97M-V/def2-TZVPD

Its SMILES is C=C[C@@H]1C=Cc2ccccc21. The LUMO energy is 1.00 eV. The calculation puts the maximum force at 0.0594 hartree/bohr. As for the energy above the lowest of the compared OMol25 structures with the same formula, charge and spin: 149.9 kJ/mol. The HOMO-LUMO gap is 0.3436 hartree. Its HOMO energy is -8.35 eV.

Cartesian coordinates (Å):
C -2.7657 1.7731 0.8190
C -2.1298 0.5963 0.4563
C -1.0288 0.5545 -0.5878
C -1.2237 -0.5444 -1.6486
C -0.1795 -1.4053 -1.7028
C 0.7724 -1.0301 -0.6762
C 2.0327 -1.5488 -0.3575
C 2.7976 -0.9044 0.6508
C 2.2695 0.2061 1.3413
C 0.9575 0.6918 1.0434
C 0.2585 0.0412 0.0122
H -3.5041 1.8426 1.6137
H -2.4409 2.7216 0.3683
H -2.4545 -0.3525 0.9095
H -0.8633 1.5210 -1.0439
H -2.1161 -0.6410 -2.3006
H -0.1378 -2.2658 -2.3728
H 2.4506 -2.3744 -0.9497
H 3.8405 -1.2359 0.8237
H 2.8694 0.7813 2.0542
H 0.5956 1.5728 1.5475

***

6.
C30H19BrCl4N5OS4Zr | ωB97M-V/def2-TZVPD

As for the total charge: +1. The LUMO energy is -4.01 eV. The calculation puts the maximum force at 0.0319 hartree/bohr. As for the energy above the lowest of the compared OMol25 structures with the same formula, charge and spin: 51.2 kJ/mol. The HOMO-LUMO gap is 0.2403 hartree. Its HOMO energy is -10.55 eV.

Cartesian coordinates (Å):
Zr -0.1945 -0.0381 0.4799
Cl -0.2785 1.8624 2.2394
C -1.5193 1.4322 3.4332
C -1.7486 2.3713 4.4135
C -2.6767 2.0682 5.3915
C -3.3275 0.8453 5.3675
C -3.0654 -0.0719 4.3618
Cl -3.8964 -1.5861 4.4016
C -2.1517 0.2008 3.3354
S -1.8921 -0.9736 2.0477
H -1.2131 3.3113 4.4136
H -2.8823 2.7803 6.1801
H -4.0470 0.5882 6.1334
Br 2.2301 -2.3142 -6.4690
C 0.3742 -2.1607 -6.1858
C -0.1562 -0.9303 -5.8258
C -1.5138 -0.8145 -5.5788
C -2.3379 -1.9275 -5.7121
C -1.8066 -3.1307 -6.1490
C -0.4412 -3.2636 -6.3626
N -3.7782 -1.9216 -5.5271
N -4.3373 -1.2657 -4.6324
C -3.5887 -0.6662 -3.5537
C -3.7869 0.6500 -3.2623
C -3.0635 1.2916 -2.2326
C -2.1825 0.5859 -1.4737
O -1.3707 1.1283 -0.5338
C -2.0706 -0.8070 -1.6755
N -1.2342 -1.4945 -0.8134
C -1.0834 -2.7989 -0.9750
C -1.7598 -3.5131 -1.9698
C -2.5989 -2.8498 -2.8199
C -2.7624 -1.4506 -2.7086
H 0.4904 -0.0681 -5.7424
H -1.9282 0.1518 -5.3321
H -2.4758 -3.9697 -6.3019
H -0.0209 -4.2085 -6.6789
H -4.4739 1.2177 -3.8787
H -3.1977 2.3489 -2.0433
H -0.4235 -3.2972 -0.2791
H -1.6178 -4.5819 -2.0425
H -3.1524 -3.3982 -3.5732
Cl 1.7420 1.7718 -0.2153
C 2.3488 0.8154 -1.6030
Cl 0.9675 -0.0404 -2.3064
H 3.0542 0.0928 -1.2158
H 2.7681 1.5002 -2.3267
S 1.5923 0.8759 5.7859
C 1.9819 0.2555 4.3209
S 1.1071 -1.0249 3.5500
C 1.9953 -0.7627 2.0620
N 2.9079 0.1464 2.1756
N 2.9342 0.6792 3.4177
C 4.0231 1.5811 3.7107
C 4.3518 2.5510 2.7788
C 5.4221 3.3973 3.0276
C 6.1542 3.2653 4.2003
C 5.8169 2.2791 5.1188
C 4.7467 1.4293 4.8783
S 1.7234 -1.6913 0.5867
H 3.7786 2.6349 1.8648
H 5.6801 4.1628 2.3068
H 6.9876 3.9285 4.3976
H 6.3937 2.1606 6.0276
H 4.4837 0.6597 5.5910